(1)
# C21H20Cl3CuN2O3

C21H20Cl3CuN2O3 as an isolated structure (the ωB97M-V functional and the def2-TZVPD basis, OMol25).

Output
total energy = -4168.58670 a.u.
relative energy (zero: lowest compared OMol25 entry of this formula, charge and spin) = 46.4 kJ/mol
charge = -1
HOMO energy (spin up / spin down) = -3.32 / -4.56 eV
⟨S²⟩ = 0.760
2S+1 = 2
orbital gap (spin up / spin down) = 5.5826 / 6.7902 eV

Each line ends with the Mulliken spin population.
Cartesian coordinates (Å):
Cu 0.7939 0.0221 -1.5282  0.45
Cl -5.1500 -3.8645 -2.7209  0.00
C -3.9137 -2.6627 -2.4401  0.00
C -4.3063 -1.3532 -2.1358  0.01
C -3.3370 -0.4048 -1.9312  0.00
Cl -3.8152 1.2130 -1.5277  0.00
C -1.9415 -0.6705 -2.0732  0.02
O -1.0982 0.2654 -1.9349  0.03
C -1.5914 -2.0332 -2.3572  -0.01
C -0.2333 -2.4193 -2.4571  0.02
O 0.7681 -1.6908 -2.4220  0.02
C -2.5971 -3.0067 -2.5310  0.00
H -5.3524 -1.0953 -2.0599  0.00
H -0.0389 -3.4951 -2.5770  0.01
H -2.3029 -4.0246 -2.7566  0.00
Cl 6.2886 4.4831 -0.0588  0.00
C 5.2559 3.1064 -0.3657  0.04
C 4.6443 2.4584 0.6937  -0.02
C 3.8438 1.3587 0.4457  0.04
C 3.6265 0.8815 -0.8530  -0.09
C 2.7603 -0.2693 -1.1170  0.32
C 4.2540 1.5726 -1.8973  0.04
C 5.0610 2.6720 -1.6654  -0.02
H 4.7845 2.8267 1.7019  0.00
H 3.3439 0.8675 1.2727  0.00
H 2.6887 -0.9446 -0.2620  -0.01
H 3.0717 -0.8169 -2.0087  0.00
H 4.0817 1.2446 -2.9164  0.00
H 5.5324 3.1981 -2.4856  0.00
N 0.7976 2.9495 -0.7478  0.00
C 0.8422 1.8212 -1.0110  0.15
O 0.1647 -1.1466 0.7267  0.00
C 0.0069 -0.6132 1.8047  0.00
C -0.2721 -1.3987 3.0694  0.00
C -1.7183 -1.0417 3.5147  0.00
C -2.6558 -0.5268 2.3945  0.00
C -2.5426 0.9705 2.0402  0.00
C -1.2727 1.3316 1.2598  -0.01
N -0.1235 0.7486 1.9671  0.00
H 0.4496 -1.1470 3.8495  0.00
H -0.1824 -2.4592 2.8413  0.00
H -1.6920 -0.2961 4.3149  0.00
H -2.1658 -1.9386 3.9477  0.00
H -3.6825 -0.7045 2.7237  0.00
H -2.5077 -1.1278 1.4912  0.00
H -2.5705 1.5511 2.9709  0.00
H -3.4169 1.2561 1.4492  0.00
H -1.1372 2.4076 1.1702  0.00
H -1.3015 0.9266 0.2514  0.01
H -0.1407 1.0193 2.9405  0.00

Force components x, y, z for each atom (eV/Å):
1.105 0.474 0.392
-0.087 -0.060 0.017
-0.018 -0.338 -0.109
0.497 0.244 0.100
-0.814 -0.077 -0.083
0.032 0.001 -0.034
0.682 0.258 0.039
-1.233 -0.518 -0.302
-0.787 0.333 0.179
0.857 -0.134 -0.114
-0.472 -1.091 -0.290
0.209 0.103 0.015
-0.021 0.006 0.023
-0.139 -0.127 -0.120
-0.064 -0.028 0.009
0.073 0.120 0.024
-0.055 -0.112 -0.016
0.012 0.063 0.022
-0.053 0.025 -0.062
0.032 -0.149 0.006
0.342 -0.270 -0.086
-0.034 0.014 0.049
0.019 0.035 -0.004
0.020 -0.017 0.001
0.000 -0.004 -0.002
0.001 -0.038 -0.011
0.050 -0.044 0.035
0.023 -0.001 0.002
0.003 -0.006 0.004
0.075 -0.131 0.029
-0.108 1.581 0.272
-0.195 -0.113 -0.145
0.024 0.005 0.284
-0.077 0.003 -0.065
0.002 -0.019 -0.101
0.013 0.068 0.092
0.130 -0.115 -0.098
-0.227 0.002 0.143
0.089 0.075 -0.160
-0.003 -0.021 0.025
0.054 0.006 -0.006
0.004 0.011 -0.010
0.015 0.015 0.043
0.008 -0.055 -0.020
-0.055 -0.006 -0.018
-0.060 0.009 0.012
0.033 0.055 0.035
0.034 -0.019 -0.076
0.068 0.057 0.010
-0.004 -0.072 0.068

---

(2)
# C21H20Cl3N4PtS2Si

C21H20Cl3N4PtS2Si as an isolated structure (the ωB97M-V functional and the def2-TZVPD basis, OMol25).

Output
total energy = -3616.09144 a.u.
relative energy (zero: lowest compared OMol25 entry of this formula, charge and spin) = 315.9 kJ/mol
charge = +3
HOMO energy (spin up / spin down) = -16.86 / -16.86 eV
2S+1 = 1
orbital gap (spin up / spin down) = 4.5296 / 4.5010 eV

Each line ends with the Löwdin charge.
Cartesian coordinates (Å):
Pt 1.2162 -0.3371 -1.5479  0.73
C -2.3747 -3.4728 -3.7210  0.01
N -2.3910 -2.0138 -3.8099  -0.09
C -3.2083 -1.2720 -4.6186  0.04
C -2.8862 0.0252 -4.4437  0.04
N -1.8632 0.0859 -3.5075  0.05
C -1.5779 -1.1942 -3.1260  -0.58
S -0.5310 -1.8741 -1.9462  0.82
C -1.2567 1.2961 -3.0874  -0.20
C -1.7611 2.5131 -3.5320  0.05
C -1.1614 3.6906 -3.1234  0.03
C -0.0732 3.6405 -2.2633  0.01
C 0.3708 2.4007 -1.8638  -0.12
N -0.2058 1.2546 -2.2664  0.00
H -3.1753 -3.8755 -4.3339  0.12
H -2.5197 -3.7972 -2.6919  0.10
H -1.4222 -3.8605 -4.0828  0.11
H -3.9583 -1.7116 -5.2551  0.16
H -3.3206 0.8768 -4.9313  0.14
H -2.6145 2.5590 -4.1891  0.12
H -1.5430 4.6397 -3.4758  0.15
H 0.4221 4.5361 -1.9169  0.14
H 1.2152 2.3073 -1.1887  0.10
N 1.2410 -0.1611 0.6200  -0.42
S 0.0798 -0.4069 1.7299  1.11
C 0.1606 1.1000 2.7351  -0.41
C 1.3397 1.4292 3.3875  -0.07
C 1.3650 2.6124 4.1090  -0.03
C 0.2423 3.4312 4.1539  -0.02
C -0.9298 3.0691 3.5043  -0.04
C -0.9776 1.8882 2.7742  -0.08
C 0.7271 -1.6367 2.8589  -0.41
C 1.6042 -2.6054 2.3880  -0.09
C 2.0518 -3.5787 3.2673  -0.04
C 1.6152 -3.5794 4.5866  -0.02
C 0.7073 -2.6245 5.0290  -0.02
C 0.2557 -1.6397 4.1667  -0.06
H 2.1853 -0.4239 0.9035  -0.04
H 2.2081 0.7829 3.3672  0.13
H 2.2690 2.8847 4.6366  0.13
H 0.2824 4.3624 4.7034  0.13
H -1.8085 3.6969 3.5565  0.13
H -1.8896 1.5869 2.2743  0.11
H 1.9205 -2.6221 1.3517  0.09
H 2.7327 -4.3440 2.9216  0.12
H 1.9814 -4.3309 5.2726  0.13
H 0.3523 -2.6392 6.0501  0.13
H -0.4477 -0.8895 4.5047  0.12
Cl 3.8242 1.4348 -2.9975  0.42
Si 3.4187 -0.4697 -2.4570  -0.77
Cl 4.2586 -0.9094 -0.6328  0.38
Cl 3.8502 -1.8343 -3.8427  0.45

Force components x, y, z for each atom (eV/Å):
-3.348 0.381 1.233
0.074 -0.493 0.067
0.390 0.262 0.177
-0.157 0.223 -0.057
-0.196 -0.144 -0.221
0.050 -0.429 0.075
-0.220 0.232 -0.485
1.826 0.785 0.497
0.061 0.502 0.010
-0.120 -0.151 0.023
0.060 -0.038 0.013
-0.009 -0.077 0.061
-0.102 0.288 0.057
0.718 -0.567 -0.711
-0.033 0.091 -0.006
-0.109 0.064 -0.016
-0.010 0.106 -0.044
0.023 -0.061 0.026
0.112 0.053 0.022
-0.013 0.014 0.041
-0.018 -0.005 -0.008
0.012 -0.009 0.011
0.005 0.008 -0.014
1.913 -0.529 -2.162
-0.450 0.319 1.173
-0.072 -0.641 -0.577
0.059 0.176 0.162
0.173 -0.181 -0.081
-0.083 0.097 0.021
-0.004 -0.064 -0.088
-0.118 0.096 0.010
0.016 -0.070 -0.133
-0.095 0.037 -0.116
0.005 -0.031 0.111
-0.005 0.014 -0.059
0.045 -0.005 0.004
-0.098 0.093 -0.116
-0.161 0.054 0.572
-0.020 -0.030 -0.021
-0.029 0.063 0.014
-0.010 -0.031 0.045
0.017 0.021 0.049
0.022 -0.013 -0.027
0.039 -0.009 0.017
0.031 0.022 0.001
-0.030 -0.026 -0.009
0.019 0.001 0.009
0.026 -0.004 0.061
-0.460 -0.465 0.149
0.885 -0.336 0.565
-0.145 0.131 -0.576
-0.468 0.276 0.253

---

(3)
# C21H20ClFN3OS2

An isolated ion of composition C21H20ClFN3OS2 and charge +1 (the ωB97M-V functional and the def2-TZVPD basis, OMol25).

Output
SMILES = C[NH+](C)CCCN(C(=O)c1sc2ccccc2c1Cl)c1nc2ccc(F)cc2s1
total energy = -2408.00997 a.u.
charge = +1
HOMO energy = -10.90 eV
2S+1 = 1
orbital gap = 7.8033 eV

Each line ends with the Löwdin charge.
Cartesian coordinates (Å):
C -0.0625 1.7276 -4.1390  0.00
N 1.0684 2.2157 -3.3376  -0.22
C 2.2114 2.5408 -4.2001  0.00
H 3.0759 2.8070 -3.5957  0.11
H 2.4707 1.6752 -4.8059  0.11
H 1.9655 3.3740 -4.8580  0.11
C 0.6776 3.3474 -2.4628  -0.13
C 0.0864 2.8683 -1.1393  -0.11
H -0.3536 3.7264 -0.6335  0.13
H -0.7241 2.1598 -1.3160  0.12
C 1.1356 2.2157 -0.2172  -0.10
N 0.7869 0.8436 0.1398  -0.01
C 0.9720 -0.1275 -0.7922  -0.43
O 1.5439 0.1330 -1.8593  0.03
C 0.4427 -1.4619 -0.5436  -0.51
C -0.8185 -1.8183 -0.1436  -0.65
C -1.0328 -3.2252 -0.1334  -0.26
C -2.1743 -3.9428 0.2385  -0.02
C -2.1440 -5.3162 0.1880  -0.06
C -0.9961 -5.9945 -0.2304  -0.06
C 0.1397 -5.3086 -0.6065  -0.07
C 0.1157 -3.9216 -0.5591  -0.45
S 1.4089 -2.8439 -0.9908  1.13
H 1.0269 -5.8276 -0.9315  0.11
H -0.9996 -7.0727 -0.2602  0.11
H -3.0163 -5.8818 0.4757  0.11
H -3.0566 -3.4131 0.5624  0.11
Cl -2.0487 -0.6885 0.2587  0.81
C 0.3685 0.6336 1.4435  -0.61
N -0.2506 1.5390 2.1031  0.13
C -0.4757 1.1659 3.3945  -0.31
C -1.1496 1.9168 4.3550  0.00
C -1.3014 1.3989 5.6216  0.01
C -0.7839 0.1404 5.9235  -0.27
C -0.1094 -0.6368 5.0009  0.00
C 0.0403 -0.1062 3.7328  -0.44
S 0.8245 -0.8158 2.3533  1.15
H 0.2787 -1.6048 5.2712  0.13
F -0.9474 -0.3384 7.1633  0.08
H -1.8165 1.9493 6.3921  0.12
H -1.5403 2.8859 4.0927  0.12
H 2.1204 2.1926 -0.6939  0.14
H 1.2133 2.7706 0.7159  0.13
H -0.0437 3.9714 -2.9954  0.14
H 1.5618 3.9538 -2.2576  0.14
H 1.3564 1.3949 -2.6968  0.10
H 0.2193 0.8092 -4.6495  0.11
H -0.9154 1.5156 -3.4985  0.11
H -0.3507 2.4736 -4.8792  0.11

Force components x, y, z for each atom (eV/Å):
-0.547 -0.277 -0.336
0.269 -0.417 0.315
0.557 0.121 -0.399
-0.081 0.000 0.093
-0.082 -0.034 0.024
-0.083 -0.008 0.059
-0.318 0.473 0.554
0.181 -0.043 -0.108
-0.055 0.002 -0.048
-0.085 0.028 0.015
0.059 0.209 -0.118
0.373 0.010 -0.657
-0.222 0.433 0.213
0.132 -0.187 -0.032
-0.435 -0.709 -0.099
0.549 0.424 -0.329
0.137 -0.384 -0.030
-0.007 0.001 0.003
-0.131 0.134 0.046
0.229 0.048 -0.085
-0.050 -0.191 0.019
-0.080 0.538 0.061
-0.239 0.058 0.132
0.084 -0.114 -0.030
0.015 -0.105 -0.010
-0.084 -0.041 0.030
-0.106 0.033 0.040
-0.089 -0.181 -0.057
-0.052 -0.609 1.343
0.090 0.414 -1.069
0.178 -0.786 0.773
0.104 -0.142 -0.095
0.009 -0.103 0.107
0.104 -0.043 -0.291
-0.132 0.016 0.294
-0.113 0.471 -0.194
-0.179 0.504 0.072
0.018 -0.106 0.107
-0.004 0.018 0.016
-0.051 0.038 0.095
-0.062 0.131 -0.005
-0.052 0.024 0.068
0.031 -0.086 -0.143
0.124 -0.064 -0.091
0.008 -0.075 -0.134
-0.123 0.479 -0.317
0.081 0.015 0.052
0.046 0.025 0.079
0.084 0.059 0.068

---

(4)
# C21H20ClFN4O

One molecule with the formula C21H20ClFN4O (the ωB97M-V functional and the def2-TZVPD basis, OMol25).

Output
SMILES = Cc1ccc(F)cc1NC(=O)N1CCN(c2ccnc3cc(Cl)ccc23)CC1
total energy = -1666.60320 a.u.
HOMO energy = -8.13 eV
2S+1 = 1
orbital gap = 8.4363 eV

Each line ends with the Löwdin charge.
Cartesian coordinates (Å):
C -2.1154 -0.5814 -1.8152  -0.03
C -0.9490 -0.2921 -2.7102  -0.21
C -1.1261 0.2697 -3.9648  -0.03
C -0.0543 0.5463 -4.7972  -0.01
C 1.2163 0.2355 -4.3537  -0.27
C 1.4406 -0.3368 -3.1166  0.04
C 0.3539 -0.5925 -2.2848  -0.22
N 0.5246 -1.1730 -1.0274  0.16
C 1.6467 -1.2662 -0.2202  -0.51
O 1.8606 -2.2990 0.3833  0.07
N 2.4474 -0.1573 -0.0787  -0.03
C 2.0150 1.1854 -0.3997  -0.11
H 1.5940 1.2444 -1.4005  0.10
C 0.9706 1.6531 0.6418  -0.12
N 1.1550 0.9284 1.8869  -0.07
C 0.2464 -0.0484 2.2446  -0.17
C 0.6141 -1.2686 2.7900  -0.01
C -0.3450 -2.2713 2.9410  -0.13
N -1.6022 -2.1547 2.6062  0.10
C -2.0287 -0.9391 2.2171  -0.24
C -3.4063 -0.7841 1.9554  -0.04
C -3.9113 0.4512 1.6613  -0.68
C -3.0885 1.5861 1.6640  -0.10
C -1.7427 1.4464 1.8720  -0.04
C -1.1592 0.1815 2.0859  -0.10
H -1.1287 2.3318 1.9301  0.11
H -3.5249 2.5607 1.5138  0.10
Cl -5.5980 0.6471 1.3315  0.67
H -4.0350 -1.6563 2.0259  0.11
H -0.0424 -3.2449 3.3025  0.11
H 1.6373 -1.5088 3.0184  0.10
C 2.5625 0.7602 2.1829  -0.12
H 3.0036 1.7621 2.1765  0.12
C 3.2638 -0.1340 1.1237  -0.11
H 3.3684 -1.1630 1.4675  0.11
H 4.2524 0.2634 0.8785  0.12
H 2.6807 0.3497 3.1847  0.12
H 1.0770 2.7300 0.8172  0.13
H -0.0260 1.4550 0.2506  0.10
H 2.9073 1.8167 -0.3702  0.13
H -0.1094 -1.9404 -0.8358  0.16
H 2.4427 -0.5911 -2.8084  0.13
F 2.2768 0.4914 -5.1487  0.06
H -0.1945 0.9879 -5.7700  0.12
H -2.1257 0.5040 -4.2983  0.11
H -1.9434 -0.1971 -0.8106  0.06
H -2.2792 -1.6566 -1.7325  0.09
H -3.0218 -0.1314 -2.2098  0.08

Force components x, y, z for each atom (eV/Å):
0.064 0.006 -0.033
0.069 -0.002 0.162
0.201 -0.063 0.030
0.216 0.005 -0.085
-0.148 -0.001 0.116
-0.051 -0.044 -0.169
0.006 0.328 -0.617
-0.469 -0.199 0.198
0.151 -0.194 -0.056
-0.004 -0.244 0.035
0.225 -0.015 -0.163
-0.285 0.170 0.018
0.116 0.130 0.125
-0.007 0.188 -0.291
-0.066 0.128 0.237
-0.024 -0.388 0.307
0.040 0.513 -0.038
-0.181 0.014 -0.069
-0.180 -0.624 0.203
0.342 0.603 -0.140
-0.201 0.291 -0.082
0.183 -0.391 0.107
0.243 0.160 -0.017
-0.220 0.141 0.006
-0.237 -0.453 0.028
0.050 0.071 -0.077
-0.044 0.090 -0.003
-0.177 0.019 -0.030
-0.087 -0.089 -0.013
0.116 -0.083 0.041
0.136 -0.010 -0.084
0.062 0.007 0.059
0.004 -0.078 0.071
0.206 -0.270 0.100
0.051 0.185 -0.022
-0.034 -0.006 0.063
0.058 0.066 -0.024
-0.085 -0.017 -0.087
0.139 0.064 0.035
-0.062 -0.030 -0.061
0.176 0.054 0.074
0.131 -0.011 0.007
-0.084 -0.028 0.063
0.013 0.060 -0.114
-0.116 0.028 -0.019
-0.038 0.019 0.130
-0.108 -0.096 0.082
-0.090 -0.005 -0.004

---

(5)
# C21H20ClIN8OPtS2

C21H20ClIN8OPtS2 as an isolated structure (the ωB97M-V functional and the def2-TZVPD basis, OMol25).

Output
total energy = -2999.15665 a.u.
relative energy (zero: lowest compared OMol25 entry of this formula, charge and spin) = 120.4 kJ/mol
HOMO energy = -7.45 eV
2S+1 = 1
orbital gap = 6.6994 eV

Each line ends with the Löwdin charge.
Cartesian coordinates (Å):
Pt -0.3171 0.0590 -0.0430  0.69
Cl 3.9616 -0.1749 5.7451  0.68
C 3.2818 -0.1466 4.1401  -0.61
C 4.1031 -0.2261 3.0608  -0.18
C 3.5767 -0.2249 1.7514  -0.63
I 4.8768 -0.4086 0.1333  0.93
C 2.2216 -0.1395 1.4889  -0.44
O 1.7295 -0.1737 0.2773  -0.37
C 1.3726 -0.0420 2.6565  -0.16
N 0.0524 0.0396 2.3882  0.02
C -0.8062 0.1016 3.3732  -0.11
C -0.3996 0.0875 4.7242  -0.04
C 0.9311 0.0131 5.0146  -0.02
C 1.8771 -0.0556 3.9663  -0.17
H 5.1719 -0.2964 3.2105  0.09
H -1.8557 0.1653 3.1056  0.11
H -1.1418 0.1357 5.5101  0.11
H 1.2762 0.0014 6.0396  0.09
C -2.1527 1.6856 -4.5852  0.01
C -0.8555 2.0206 -3.9248  -0.26
C 0.3205 2.2980 -4.5732  0.03
C 1.4352 2.6070 -3.7889  -0.29
N 1.3943 2.6484 -2.4585  0.14
C 0.2486 2.3493 -1.8389  -0.72
S 0.0812 2.3607 -0.1130  0.63
N -0.8453 2.0628 -2.5897  0.10
C 2.7634 2.9019 -4.4132  -0.01
H -2.0430 1.6757 -5.6662  0.09
H -2.9116 2.4211 -4.3150  0.10
H -2.5055 0.7083 -4.2491  0.09
H 0.3725 2.2822 -5.6520  0.12
H -1.6653 1.7517 -2.0616  0.09
H 2.7216 2.8792 -5.5003  0.08
H 3.4920 2.1715 -4.0578  0.09
H 3.1109 3.8797 -4.0789  0.09
C -0.9916 -1.8852 -3.2416  -0.05
N 0.3593 -2.1013 -2.7604  -0.14
C 1.5287 -2.1232 -3.6357  -0.09
C 2.6951 -2.3048 -2.6446  -0.12
N 2.0010 -2.4842 -1.3712  0.04
C 0.6950 -2.2555 -1.4831  -0.75
S -0.4054 -2.2842 -0.1481  0.63
H -0.9544 -1.7884 -4.3260  0.09
H -1.4096 -0.9820 -2.7962  0.04
H -1.6366 -2.7213 -2.9753  0.09
H 1.6002 -1.1871 -4.1933  0.12
H 1.4566 -2.9441 -4.3500  0.12
H 3.3428 -1.4295 -2.6028  0.08
H 3.3021 -3.1772 -2.8758  0.12
H 2.4557 -2.2695 -0.4961  0.09
N -6.3641 -0.7397 0.7237  0.10
C -5.4666 -0.1790 0.2590  -0.38
N -4.5020 0.5466 -0.2702  0.09
C -3.2936 0.3420 -0.5026  -0.32
N -2.1617 0.2991 -0.8455  -0.12

Force components x, y, z for each atom (eV/Å):
0.601 0.057 -1.084
-0.038 0.019 -0.054
-0.105 0.001 0.137
0.071 -0.010 -0.232
0.058 -0.026 0.049
0.056 0.011 -0.004
-0.046 -0.006 -0.114
-0.107 0.087 0.673
-0.170 -0.025 -0.504
-0.290 0.029 0.755
0.222 0.003 0.159
-0.146 0.013 -0.076
0.093 -0.007 0.033
0.052 0.006 0.171
-0.005 -0.008 -0.035
0.000 0.001 0.017
0.019 0.002 -0.016
0.006 0.003 -0.008
0.048 -0.026 0.015
-0.051 -0.020 -0.221
-0.132 -0.066 -0.129
0.212 0.084 0.251
-0.145 -0.001 -0.050
0.510 0.196 0.278
0.127 0.224 -0.424
-0.361 0.020 0.082
-0.025 0.014 0.050
0.004 -0.013 -0.001
0.003 -0.003 0.003
0.000 0.026 -0.004
0.002 0.005 0.020
-0.007 -0.053 0.023
-0.002 -0.002 0.014
-0.011 0.012 -0.010
-0.013 -0.011 -0.008
0.110 -0.015 0.030
-0.139 -0.004 -0.124
-0.006 0.060 0.066
-0.051 0.059 0.039
0.228 -0.091 -0.055
-0.247 -0.229 0.138
0.030 -0.166 -0.265
0.002 -0.016 0.013
0.001 0.020 0.037
-0.006 -0.020 -0.008
0.001 0.008 -0.024
-0.017 -0.037 -0.001
-0.020 0.030 0.028
0.022 -0.018 -0.023
-0.051 0.026 0.026
0.017 0.017 -0.029
0.295 -0.178 -0.105
-0.314 0.433 0.063
-0.090 -0.164 0.025
-0.195 -0.251 0.413